(1)
The following is a quantum chemistry calculation of one molecule with the formula C2H5N in a non-equilibrium geometry, from OMol25.

* Kohn-Sham gap: 0.399 Ha
* LUMO: 1.3 eV
* E_tot: -3643.0903 eV
* SMILES: C1CN1

Each line ends with the Löwdin charge.
Geometry (Å):
C -0.408 0.684 0.042  -0.295
C 0.855 -0.045 0.054  -0.188
N -0.523 -0.720 -0.204  -0.025
H -0.425 1.336 -0.774  0.075
H -0.942 1.097 0.918  0.112
H 1.621 -0.121 0.868  0.103
H 1.413 0.144 -0.903  0.097
H -0.692 -1.244 0.742  0.122



(2)
The following is a quantum chemistry calculation of C28H36BN9OPdS2Si as an isolated structure in a non-equilibrium geometry, from OMol25.

* Kohn-Sham gap: 0.250 Ha
* LUMO: -7.4 eV
* E_tot: -78773.3938 eV
* charge: +2

Each line ends with the Löwdin charge.
Geometry (Å):
Pd -1.082 -0.666 0.666  0.920
C -1.896 2.357 3.645  -0.012
C -1.647 2.000 2.324  -0.141
N -1.481 0.676 2.247  -0.086
N -1.603 0.170 3.488  -0.011
C -1.859 1.165 4.347  -0.019
B -1.475 -1.352 3.710  -0.466
N -2.524 -2.057 2.826  -0.009
C -3.542 -2.862 3.156  -0.021
C -4.220 -3.216 2.004  -0.008
C -3.541 -2.574 0.976  -0.107
N -2.527 -1.877 1.490  -0.077
N -0.086 -1.780 3.169  0.000
C 0.920 -2.417 3.780  -0.018
C 1.943 -2.619 2.870  -0.010
C 1.478 -2.065 1.685  -0.111
N 0.257 -1.564 1.884  -0.100
H -2.070 3.344 4.037  0.115
H -1.576 2.617 1.442  0.109
H -1.988 0.964 5.398  0.142
H -1.606 -1.633 4.857  0.133
H -3.713 -3.133 4.184  0.141
H -5.081 -3.854 1.919  0.116
H -3.729 -2.590 -0.084  0.106
H 0.843 -2.682 4.821  0.143
H 2.887 -3.104 3.042  0.115
H 1.945 -2.011 0.714  0.116
C -1.751 -3.286 -4.174  -0.198
Si -2.998 -1.918 -4.386  0.523
C -2.497 -0.781 -5.776  -0.162
C -4.719 -2.598 -4.576  -0.161
C -3.085 -0.768 -2.848  -0.198
C -3.996 0.289 -2.853  -0.027
C -4.140 1.164 -1.775  -0.010
C -3.354 0.982 -0.664  -0.081
N -2.474 -0.025 -0.649  -0.163
C -2.332 -0.864 -1.683  -0.699
S -1.068 -2.011 -1.258  0.741
H -1.749 -3.890 -5.085  0.050
H -1.994 -3.955 -3.345  0.028
H -0.735 -2.914 -4.028  0.021
H -2.456 -1.331 -6.719  0.046
H -1.506 -0.361 -5.593  0.040
H -3.197 0.046 -5.908  0.037
H -4.780 -3.226 -5.467  0.047
H -5.470 -1.813 -4.676  0.037
H -4.991 -3.218 -3.719  0.041
H -4.618 0.441 -3.728  0.121
H -4.857 1.971 -1.796  0.125
H -3.418 1.607 0.216  0.115
C 3.806 2.483 -2.622  -0.084
C 2.836 1.311 -2.712  -0.241
C 3.076 0.258 -1.638  -0.180
N 2.931 0.761 -0.258  0.075
C 1.811 0.997 0.373  -0.664
S 0.284 0.869 -0.476  0.771
N 1.765 1.362 1.666  0.128
C 2.816 1.577 2.642  -0.359
O 2.580 1.215 3.758  0.157
C 4.045 2.266 2.203  -0.181
C 4.012 3.265 1.227  -0.050
C 5.166 3.965 0.924  -0.053
C 6.351 3.667 1.587  -0.037
C 6.383 2.681 2.565  -0.039
C 5.229 1.988 2.887  0.002
H 3.646 3.177 -3.445  0.085
H 4.843 2.144 -2.672  0.087
H 3.676 3.039 -1.692  0.051
H 2.946 0.806 -3.673  0.123
H 1.805 1.667 -2.652  0.077
H 4.101 -0.105 -1.708  0.136
H 2.402 -0.590 -1.761  0.106
H 3.788 0.947 0.251  0.149
H 0.852 1.284 2.102  0.101
H 3.079 3.525 0.740  0.118
H 5.143 4.753 0.183  0.117
H 7.251 4.217 1.349  0.120
H 7.305 2.462 3.086  0.120
H 5.229 1.233 3.661  0.129



(3)
The following is a quantum chemistry calculation of C16H33CrN3O2S5 as an isolated structure in a non-equilibrium geometry, from OMol25.

* Kohn-Sham gap (spin up / spin down): 0.289 / 0.307 Ha
* LUMO (spin up / spin down): -10.3 / -9.6 eV
* multiplicity: 2
* E_tot: -108267.0383 eV
* ⟨S²⟩: 0.964
* charge: +3

Each line ends with the Löwdin spin population.
Geometry (Å):
Cr 0.317 0.386 -0.032  1.024
C 0.243 2.485 2.715  -0.002
C 0.557 3.486 1.628  0.000
S -0.089 2.866 0.052  0.000
C 0.989 3.760 -1.089  -0.005
C 0.723 3.219 -2.480  -0.002
S 0.605 1.409 -2.538  -0.032
C 2.322 0.914 -2.830  -0.002
C 3.278 1.169 -1.683  0.001
S 2.719 0.248 -0.224  -0.002
C 3.326 1.260 1.155  -0.002
C 2.599 0.852 2.425  0.003
S 0.776 0.800 2.309  -0.020
H -0.832 2.395 2.878  0.000
H 0.704 2.761 3.663  -0.001
H 1.625 3.670 1.528  0.000
H 0.064 4.435 1.843  0.000
H 2.024 3.639 -0.778  0.000
H 0.728 4.817 -1.025  -0.001
H 1.491 3.540 -3.183  -0.001
H -0.240 3.569 -2.852  0.000
H 2.670 1.432 -3.724  -0.001
H 2.256 -0.148 -3.065  0.000
H 3.362 2.223 -1.427  0.000
H 4.270 0.798 -1.938  -0.001
H 3.192 2.311 0.906  0.000
H 4.391 1.064 1.276  0.000
H 2.853 1.513 3.253  0.000
H 2.884 -0.160 2.714  0.000
C -4.099 2.032 -1.173  0.000
C -4.200 0.751 -0.360  -0.001
S -2.806 -0.328 -0.684  0.002
O -1.635 0.425 0.024  0.018
C -3.210 -1.702 0.427  0.003
C -3.597 -2.946 -0.363  0.000
H -4.947 2.672 -0.933  0.000
H -4.129 1.830 -2.244  0.000
H -3.188 2.580 -0.933  0.000
H -5.078 0.160 -0.638  0.000
H -4.208 0.931 0.717  0.000
H -4.009 -1.378 1.094  0.000
H -2.300 -1.840 1.014  0.000
H -4.514 -2.793 -0.933  0.000
H -3.778 -3.771 0.325  0.000
H -2.814 -3.240 -1.065  0.000
C 0.759 -5.321 0.760  0.000
N 0.594 -3.937 0.308  0.003
C 0.480 -3.542 -1.094  0.000
C 0.334 -2.053 -0.944  0.003
O 0.186 -1.156 -1.777  0.003
N 0.405 -1.709 0.361  0.011
C 0.564 -2.861 1.080  0.002
N 0.664 -2.885 2.398  0.001
H 0.499 -5.987 -0.059  0.000
H 0.089 -5.534 1.592  0.000
H 1.790 -5.520 1.051  0.000
H -0.377 -4.003 -1.588  0.000
H 1.371 -3.798 -1.672  0.000
H 0.540 -2.043 2.936  0.000
H 0.807 -3.750 2.895  0.000



(4)
The following is a quantum chemistry calculation of C9H10CuN3O2S2Se3Te as an isolated structure, from OMol25.

* Kohn-Sham gap (spin up / spin down): 0.230 / 0.200 Ha
* LUMO (spin up / spin down): 2.2 / 1.3 eV
* multiplicity: 2
* E_tot: -287706.5601 eV
* ⟨S²⟩: 0.756
* charge: -1

Each line ends with the Löwdin spin population.
Geometry (Å):
Cu -0.517 0.756 0.541  0.001
S -3.045 2.566 0.194  0.002
C -2.284 1.998 -1.175  0.000
N -1.154 1.294 -1.182  0.000
C -0.740 0.915 -2.441  0.000
C 0.396 0.164 -2.732  0.000
C 0.688 -0.131 -4.054  0.000
C -0.134 0.315 -5.087  0.000
C -1.268 1.065 -4.808  0.000
C -1.565 1.359 -3.487  0.000
S -2.897 2.264 -2.818  0.000
H 1.025 -0.184 -1.922  0.000
H 1.568 -0.718 -4.287  0.000
H 0.110 0.072 -6.113  0.000
H -1.911 1.412 -5.607  0.000
C 1.927 -3.552 2.379  0.000
O 0.714 -3.253 1.694  0.000
C 0.357 -1.973 1.479  0.000
O -0.606 -1.715 0.803  0.000
N 1.177 -1.032 2.058  0.000
N 0.691 0.291 2.015  0.001
H 2.099 -4.613 2.222  0.000
H 1.834 -3.362 3.451  0.000
H 2.764 -2.984 1.973  0.000
H 1.569 -1.254 2.969  0.001
H 1.496 0.906 2.058  0.000
H 0.188 0.459 2.896  0.002
Se -1.546 3.349 3.932  0.374
Se 0.108 4.180 5.109  0.525
Te 0.560 0.440 5.542  0.030
Se -1.602 0.964 4.398  0.060



What is the formula in the fourth record? C9H10CuN3O2S2Se3Te



Number 3 is which compound? C16H33CrN3O2S5



Which of these has the lowest E_tot? C9H10CuN3O2S2Se3Te